Density functional theory data (ωB97M-V/def2-TZVPD) for a 8-piece molecular cluster, C37H82NO19P2 overall.

```
! RIJCOSX wB97M-V def2-TZVPD def2/J DEFGRID3
* xyz 1 1
C -11.775 0.211 18.798
C -12.781 1.051 17.942
C -13.952 0.124 17.479
C -15.263 0.868 17.230
C -15.594 1.839 18.394
C -14.605 2.972 18.701
N -13.288 2.172 18.864
O -12.180 2.856 19.400
C -14.916 3.591 20.097
C -14.476 4.019 17.547
C -12.077 1.662 16.789
H -12.208 -0.085 19.753
H -10.733 0.527 18.841
H -11.668 -0.766 18.328
H -14.191 -0.607 18.251
H -13.806 -0.736 16.825
H -16.097 0.207 16.991
H -15.139 1.407 16.291
H -15.859 1.368 19.341
H -16.555 2.330 18.238
H -14.204 4.400 20.260
H -14.947 2.797 20.842
H -15.920 4.015 20.136
H -15.399 4.552 17.321
H -14.229 3.555 16.592
H -13.702 4.760 17.750
H -11.644 0.996 16.043
H -11.329 2.424 17.013
H -12.743 2.300 16.208
C -10.276 6.552 25.041
C -10.648 5.257 24.938
C -9.704 4.353 24.325
C -8.532 4.827 23.864
C -8.124 6.161 23.983
C -9.044 6.971 24.521
O -8.802 8.328 24.584
O -10.001 3.091 24.183
H -10.933 7.321 25.421
H -11.542 4.855 25.392
H -7.697 4.222 23.544
H -7.205 6.535 23.558
H -7.856 8.451 24.687
H -10.824 2.862 24.621
C -10.809 -9.693 16.760
O -12.156 -9.499 17.113
P -12.761 -8.063 16.744
O -11.897 -7.055 16.001
O -14.185 -8.448 15.940
C -14.085 -9.448 14.964
O -13.404 -7.417 18.109
C -12.524 -6.873 19.065
H -10.203 -9.943 17.631
H -10.376 -8.783 16.344
H -10.604 -10.496 16.053
H -13.515 -10.315 15.300
H -13.407 -9.064 14.203
H -15.065 -9.646 14.528
H -12.339 -7.499 19.938
H -13.098 -6.031 19.454
H -11.652 -6.395 18.617
C -19.143 -1.009 25.395
O -17.756 -0.666 25.071
P -16.717 -0.401 26.278
O -15.436 0.077 25.850
O -17.584 0.580 27.303
C -17.327 0.491 28.781
O -16.595 -1.907 26.907
C -15.943 -2.962 26.271
H -19.685 -1.615 24.669
H -19.689 -0.074 25.271
H -19.299 -1.564 26.320
H -17.388 1.513 29.158
H -16.402 0.130 29.230
H -18.251 0.051 29.156
H -14.930 -3.162 26.619
H -15.904 -2.791 25.195
H -16.558 -3.837 26.482
C -22.612 4.524 20.315
O -22.351 5.337 19.194
C -23.125 5.074 18.033
C -22.668 5.873 16.764
O -22.861 7.240 16.752
C -24.198 7.654 17.114
H -22.139 3.547 20.419
H -23.646 4.311 20.588
H -22.287 4.997 21.242
H -24.204 5.045 18.184
H -23.000 4.034 17.733
H -23.239 5.485 15.921
H -21.604 5.667 16.652
H -24.227 8.646 16.663
H -24.484 7.878 18.142
H -24.884 7.018 16.555
C -5.516 -3.880 14.814
O -4.557 -4.725 14.168
C -5.012 -5.935 13.602
C -3.771 -6.824 13.337
O -3.188 -7.391 14.631
C -3.880 -8.205 15.460
H -6.371 -4.496 15.092
H -5.837 -3.302 13.947
H -5.261 -3.200 15.627
H -5.674 -5.704 12.767
H -5.739 -6.379 14.281
H -3.042 -6.129 12.921
H -4.011 -7.614 12.626
H -4.033 -9.230 15.123
H -4.780 -7.662 15.749
H -3.338 -8.468 16.368
C -23.353 -5.468 19.635
O -22.344 -4.595 19.316
C -21.290 -5.226 18.715
C -20.347 -5.896 19.727
O -19.651 -5.017 20.672
C -19.037 -3.854 20.065
H -24.136 -5.077 20.285
H -23.062 -6.360 20.190
H -23.726 -5.708 18.639
H -20.946 -4.446 18.036
H -21.604 -5.976 17.989
H -19.684 -6.584 19.202
H -21.049 -6.535 20.263
H -18.947 -3.976 18.986
H -18.192 -3.502 20.658
H -19.824 -3.103 20.132
C -14.680 11.172 22.494
O -13.627 10.513 21.930
C -12.650 11.452 21.471
C -11.550 10.658 20.771
O -11.603 10.546 19.359
C -10.619 9.672 18.898
H -14.986 10.457 23.258
H -15.424 11.391 21.727
H -14.535 12.123 23.007
H -12.309 12.040 22.323
H -13.061 12.207 20.801
H -11.633 9.656 21.190
H -10.568 11.088 20.971
H -9.716 9.590 19.503
H -10.423 10.010 17.880
H -11.113 8.705 18.992
*
```

- E_LUMO: -7.281 eV
- HOMO energy: -9.4 eV
- F_max: 9.90 eV Å⁻¹

Results of the Mulliken charge analysis, in e, for atoms 1 through 99: -1.702 1.322 -1.220 -0.846 -1.305 1.231 0.654 -0.234 -1.674 -1.457 -1.542 0.450 0.374 0.463 0.467 0.650 0.478 0.332 0.469 0.536 0.427 0.475 0.400 0.378 0.317 0.427 0.393 0.443 0.291 -0.759 -0.338 0.439 -0.427 -0.587 0.764 -0.534 -0.518 0.373 0.320 0.351 0.344 0.285 0.291 -0.742 -0.308 1.136 -0.675 -0.357 -0.654 -0.314 -0.732 0.263 0.368 0.297 0.279 0.315 0.246 0.278 0.249 0.350 -0.643 -0.290 0.998 -0.682 -0.322 -0.664 -0.287 -0.637 0.271 0.275 0.294 0.277 0.330 0.286 0.252 0.283 0.260 -0.836 -0.325 -0.435 -0.624 -0.358 -0.737 0.312 0.326 0.302 0.393 0.390 0.411 0.318 0.242 0.244 0.377 -0.669 -0.313 -0.464 -0.402 -0.340 -0.625